{"formula": "C3H8NO", "method": "wB97M-V/def2-TZVPD", "elements": ["C", "C", "C", "N", "H", "H", "H", "H", "H", "H", "H", "H", "O"], "coordinates": [[-0.21388, 1.30538, 0.48692], [-0.62830, 0.81275, 1.64494], [0.67576, 0.75767, -1.66138], [0.20510, 0.40462, -0.52652], [-0.14650, 2.36001, 0.26474], [-0.70735, -0.24363, 1.85780], [-0.94928, 1.46056, 2.44889], [0.91720, -0.03075, -2.35537], [0.78273, 1.81416, -1.80665], [0.07557, -0.61076, -0.32398], [-0.37872, -2.90495, -0.62219], [0.17258, -2.86647, 0.86147], [-0.05340, -2.33530, 0.07987]], "nbo_charge": [-0.086, -0.283, 0.100, -0.406, 0.236, 0.221, 0.244, 0.235, 0.223, 0.476, 0.506, 0.515, -0.981], "orbital_gap_ha": 0.363, "charge": 1, "homo_ev": -14.9451}


{"formula": "C5H11N", "method": "wB97M-V/def2-TZVPD", "elements": ["C", "C", "C", "C", "N", "C", "H", "H", "H", "H", "H", "H", "H", "H", "H", "H", "H"], "coordinates": [[2.52445, -0.43052, 0.57526], [1.37454, -0.55501, -0.45359], [0.17545, -0.24078, 0.39612], [-0.43392, 1.05218, 0.00407], [-1.51568, 0.34849, -0.69582], [-2.64887, -0.06570, 0.11848], [2.48367, 0.52234, 1.11631], [2.46352, -1.23394, 1.31362], [3.49339, -0.48292, 0.06897], [1.57111, 0.12989, -1.30009], [1.37810, -1.58435, -0.83114], [-1.21896, -0.32799, -1.38661], [0.10155, 1.71746, -0.69269], [-0.88297, 1.63871, 0.80951], [-3.30859, -0.70309, -0.47679], [-3.21915, 0.82304, 0.41580], [-2.33764, -0.60782, 1.01858]], "nbo_charge": [-0.589, -0.550, 0.069, -0.360, -0.546, -0.417, 0.206, 0.222, 0.217, 0.169, 0.218, 0.385, 0.170, 0.205, 0.204, 0.190, 0.209], "orbital_gap_ha": 0.326, "homo_ev": -7.9868}


{"formula": "C2H9N3", "method": "wB97M-V/def2-TZVPD", "elements": ["C", "C", "N", "N", "N", "H", "H", "H", "H", "H", "H", "H", "H", "H"], "coordinates": [[0.00572, -0.81455, 0.30363], [0.07993, 0.95034, 0.33539], [-1.03585, -1.36471, -0.26657], [1.00274, -1.38104, 0.91821], [-0.02723, 1.48056, -1.02057], [1.13482, 1.07551, 0.72365], [-0.68572, 1.46987, 0.94211], [-1.94507, -0.91276, -0.19970], [-1.19522, -2.32017, -0.13166], [1.90251, -0.82956, 1.06144], [0.93401, -2.26595, 1.34930], [-0.08213, 0.70001, -1.70809], [0.69195, 2.14603, -1.17117], [-0.78046, 2.06643, -1.13597]], "nbo_charge": [0.579, -0.269, -0.714, -0.686, -0.669, 0.258, 0.292, 0.448, 0.443, 0.462, 0.460, 0.472, 0.471, 0.454], "orbital_gap_ha": 0.447, "charge": 2, "homo_ev": -20.9916}


{"formula": "C36H49BrFIN5ORe", "method": "wB97M-V/def2-TZVPD", "elements": ["Re", "C", "C", "C", "C", "C", "C", "C", "C", "C", "C", "C", "C", "N", "C", "C", "C", "C", "C", "C", "F", "H", "H", "H", "H", "H", "H", "H", "H", "H", "H", "H", "H", "H", "H", "H", "H", "H", "H", "H", "H", "H", "C", "C", "N", "C", "C", "N", "C", "C", "H", "H", "H", "H", "H", "H", "H", "H", "H", "H", "H", "H", "Br", "C", "C", "C", "C", "C", "C", "I", "H", "H", "H", "H", "C", "N", "C", "C", "C", "N", "C", "C", "O", "H", "H", "H", "H", "H", "H", "H", "H", "H", "H", "H", "H"], "coordinates": [[-16.76847, 9.23314, 1.82455], [-15.83969, 11.60103, -0.45230], [-16.18055, 12.87903, 0.34261], [-14.91079, 13.50408, 0.96855], [-17.40507, 12.85294, 1.28180], [-18.46399, 13.75004, 1.10409], [-19.54712, 13.76348, 1.96838], [-19.55571, 12.92016, 3.07079], [-18.50845, 12.03469, 3.34147], [-18.56706, 11.18023, 4.60746], [-19.53719, 9.98175, 4.52145], [-19.00645, 12.01554, 5.83103], [-17.50374, 11.88878, 2.33281], [-16.42128, 10.92151, 2.56861], [-15.34385, 11.30372, 3.44515], [-15.38265, 12.44951, 4.27106], [-14.26959, 12.83119, 5.03287], [-13.09636, 12.10910, 4.99906], [-12.99727, 11.00333, 4.13884], [-14.09855, 10.65660, 3.35943], [-13.90533, 9.67488, 2.41404], [-15.15743, 11.88443, -1.25931], [-16.70573, 11.14142, -0.92604], [-15.34485, 10.82011, 0.13513], [-16.46436, 13.61783, -0.42118], [-14.28657, 12.80605, 1.52111], [-15.16052, 14.32007, 1.63094], [-14.28620, 13.91452, 0.16956], [-18.42567, 14.41462, 0.24491], [-20.39285, 14.42104, 1.78553], [-20.42366, 12.91875, 3.72236], [-17.55968, 10.80755, 4.80982], [-20.51927, 10.29930, 4.16918], [-19.66342, 9.50114, 5.48240], [-19.20985, 9.17577, 3.85881], [-20.05875, 12.24736, 5.78434], [-18.45715, 12.94952, 5.91433], [-18.84612, 11.45804, 6.75089], [-16.28051, 13.06164, 4.34065], [-14.31970, 13.69801, 5.70287], [-12.23830, 12.39242, 5.60537], [-12.05672, 10.47965, 4.04185], [-15.89079, 6.15924, 0.04234], [-16.17969, 4.85565, -0.85475], [-17.54202, 4.85043, -1.44109], [-18.46803, 4.99206, -0.29484], [-18.11452, 6.30571, 0.59269], [-17.01107, 7.07544, 0.04512], [-17.32005, 7.39658, -1.34721], [-17.61900, 6.09758, -2.23203], [-15.02491, 6.70221, -0.34585], [-15.68244, 5.86158, 1.06818], [-16.03800, 3.95511, -0.24777], [-15.44275, 4.75692, -1.65888], [-18.40378, 4.09867, 0.32366], [-19.49224, 5.05607, -0.66820], [-17.85348, 5.99781, 1.60059], [-18.99412, 6.94660, 0.66059], [-16.45568, 7.95157, -1.73502], [-18.16990, 8.09399, -1.35272], [-16.90540, 6.04403, -3.05593], [-18.60523, 6.17781, -2.68554], [-22.26114, 10.99085, 1.53601], [-21.50298, 11.61978, -0.11345], [-22.27170, 12.40072, -0.97367], [-21.76345, 12.83430, -2.18870], [-20.46153, 12.52185, -2.54295], [-19.67823, 11.74043, -1.71943], [-20.22056, 11.26665, -0.52934], [-19.23646, 9.73005, 0.70569], [-23.27850, 12.67294, -0.66498], [-22.38755, 13.45331, -2.84001], [-20.02798, 12.86669, -3.48497], [-18.64293, 11.52724, -1.96224], [-16.54389, 8.06205, 5.39073], [-15.30889, 7.42552, 4.93824], [-14.40383, 6.98505, 6.02604], [-13.03738, 6.52827, 5.58545], [-13.26418, 5.73294, 4.31934], [-13.94975, 6.54876, 3.28760], [-13.26250, 6.65345, 1.98780], [-15.03330, 7.29501, 3.62403], [-15.85473, 7.75185, 2.72918], [-16.36602, 9.08321, 5.71468], [-16.90142, 7.50465, 6.23838], [-17.29007, 8.03099, 4.59595], [-14.91636, 6.19338, 6.59079], [-14.33872, 7.82773, 6.73024], [-12.57988, 5.92048, 6.35414], [-12.35532, 7.36202, 5.40815], [-13.89522, 4.86579, 4.54167], [-12.34560, 5.35582, 3.86161], [-12.23093, 6.95704, 2.17519], [-13.71208, 7.40730, 1.34369], [-13.24389, 5.68413, 1.48296]], "mulliken_spin": [3.689, 0.020, -0.019, 0.004, -0.037, -0.014, 0.014, -0.009, -0.129, 0.114, -0.021, -0.001, 0.145, -1.082, 0.107, -0.042, 0.021, -0.102, 0.028, -0.052, 0.002, 0.005, 0.002, 0.065, -0.001, -0.002, 0.000, 0.000, 0.000, -0.001, 0.001, -0.004, -0.002, 0.003, 0.005, 0.000, 0.000, 0.000, 0.002, -0.002, 0.002, -0.001, -0.007, -0.002, 0.000, 0.003, 0.018, 0.028, 0.003, -0.001, -0.009, 0.006, 0.000, 0.000, 0.000, 0.000, -0.002, 0.004, -0.005, -0.004, 0.000, 0.000, 0.005, 0.002, 0.003, -0.002, 0.002, -0.007, 0.036, 0.015, 0.001, 0.000, 0.001, 0.002, 0.009, -0.003, 0.001, 0.000, 0.001, -0.002, -0.003, 0.016, 0.186, 0.001, -0.002, 0.000, 0.000, 0.000, 0.000, 0.000, 0.000, 0.000, 0.000, 0.000, 0.000], "orbital_gap_ha": [0.152, 0.173], "charge": 3, "homo_ev": [-15.3812, -15.4031], "multiplicity": 4, "s2": 4.213}


The records above give, respectively, energy values of -248.816727, -251.715842, -245.182713, -4798.998085 hartree.
The records above give, respectively, energy relative to the best compared isomer or geometry (same formula, charge and spin) values of 0.522, 3.992, 0.675, 0.000 eV.